Molecular formula: CH14Na3O10
Method: DFT, wB97M-V/def2-TZVPD

HOMO energy: -12.35 eV
HOMO-LUMO gap: 7.06 eV
relative energy (zero: lowest compared OMol25 entry of this formula, charge and spin): 103.7 kJ/mol
total charge: +1
LUMO level: -5.293 eV

```
28
CH14Na3O10, DFT wB97M-V/def2-TZVPD
Na -10.0518 -8.0412 -5.7073
Na -8.6342 -9.4226 -8.8951
Na -7.2466 -7.5775 -3.4802
C -8.0422 -10.2204 -5.6105
O -9.0453 -10.0259 -6.4395
O -7.2334 -11.1582 -5.7957
O -7.9126 -9.4188 -4.5573
O -7.9688 -13.0777 -3.6566
H -7.5650 -12.3604 -4.1622
H -8.7398 -13.3374 -4.1786
O -5.0522 -10.7490 -3.9327
H -5.1063 -9.8076 -3.7424
H -5.8110 -10.9181 -4.5289
O -9.7389 -9.6614 -2.5621
H -9.4569 -10.1016 -1.7511
H -8.9914 -9.7335 -3.1933
O -10.5179 -12.4576 -5.6474
H -10.1304 -11.7503 -6.1905
H -10.6418 -12.0605 -4.7762
O -7.2380 -11.4457 -8.5878
H -7.2406 -11.5021 -7.5892
H -7.7203 -12.2247 -8.8904
O -4.0248 -10.9039 -6.8611
H -3.2594 -11.1733 -6.3416
H -4.7324 -11.4831 -6.5523
O -6.6507 -14.1406 -6.2572
H -6.9505 -13.2838 -5.9262
H -7.2651 -14.3770 -6.9595
```

Molecular formula: CH14O5
Method: DFT, wB97M-V/def2-TZVPD

HOMO energy: -11.29 eV
HOMO-LUMO gap: 11.50 eV
relative energy (zero: lowest compared OMol25 entry of this formula, charge and spin): 103.4 kJ/mol
total charge: 0
SMILES: C.O.O.O.O.O
LUMO level: 0.210 eV

```
20
CH14O5, DFT wB97M-V/def2-TZVPD
C -2.5749 -1.9716 0.3886
H -1.6130 -2.4625 0.2781
H -3.3990 -2.6452 0.6062
H -2.6057 -1.2780 1.2354
H -2.7729 -1.3779 -0.5011
O 1.9645 -1.0799 2.5907
H 1.5625 -0.6259 3.3305
H 1.4771 -0.6276 1.8774
O -1.6516 1.8412 -1.2131
H -0.8269 1.9274 -1.7007
H -1.6949 0.9301 -0.9271
O 2.4204 0.1082 -0.2691
H 2.5260 -0.6488 0.3052
H 2.7272 -0.0286 -1.1526
O 1.8705 1.5576 -3.0546
H 1.0331 1.4665 -3.4981
H 2.2824 2.3306 -3.4210
O -0.3936 0.6554 2.0522
H -0.3518 0.4058 1.1247
H 0.0207 1.5234 1.9484
```

Molecular formula: CH14O6
Method: DFT, wB97M-V/def2-TZVPD

HOMO energy: -10.05 eV
HOMO-LUMO gap: 10.57 eV
relative energy (zero: lowest compared OMol25 entry of this formula, charge and spin): 132.4 kJ/mol
total charge: 0
SMILES: CO.O.O.O.O.O
LUMO level: 0.525 eV

```
21
CH14O6, DFT wB97M-V/def2-TZVPD
C -1.2530 0.1352 -1.7439
O 0.1287 0.6269 -2.0146
H -1.4950 -0.8391 -2.2383
H -1.3882 -0.1613 -0.5104
H -1.9932 0.9517 -1.8159
H 0.1689 1.4208 -1.3694
O -0.4569 1.6944 2.0017
H -1.3663 1.9422 2.2447
H -0.3014 0.7158 2.0752
O -0.3288 -0.9511 2.6379
H -0.4084 -1.6890 1.9062
H 0.5354 -1.0069 3.0874
O -0.1204 -2.5666 0.4605
H 0.0187 -3.5939 0.4122
H 0.4174 -2.2468 -0.3212
O 0.3385 2.7605 -0.3613
H 1.1232 3.3410 -0.3330
H 0.0641 2.1818 0.6591
O 1.5994 -1.4563 -1.4120
H 1.6742 -2.0739 -2.1626
H 1.1845 -0.6160 -1.6682
```

Molecular formula: CH14O6
Method: DFT, wB97M-V/def2-TZVPD

HOMO energy: -10.92 eV
HOMO-LUMO gap: 11.32 eV
relative energy (zero: lowest compared OMol25 entry of this formula, charge and spin): 120.5 kJ/mol
total charge: 0
SMILES: CO.O.O.O.O.O
LUMO level: 0.398 eV

```
21
CH14O6, DFT wB97M-V/def2-TZVPD
C -0.0179 -1.5735 -1.4680
O -1.1994 -1.9183 -0.7414
H 0.3306 -0.6101 -1.0971
H -0.2458 -1.5161 -2.5343
H 0.7113 -2.3224 -1.1991
H -1.8179 -1.1832 -0.7571
O -0.5727 -0.2168 1.5910
H -0.9030 0.1670 2.4024
H -1.2037 -0.8125 1.1832
O 2.5033 3.3642 -1.7875
H 1.8691 2.7788 -2.2139
H 1.9658 4.0711 -1.3994
O 0.9893 2.0647 0.6085
H 1.8070 2.5096 0.3604
H 1.2461 1.1556 0.8299
O -1.2903 1.4805 6.2196
H -0.9368 2.2611 6.6564
H -1.6724 1.8019 5.3989
O -0.7787 -4.1027 -4.1536
H -0.3854 -4.0453 -3.2754
H -0.3982 -3.3536 -4.6233
```

Molecular formula: CH15N2O5
Method: DFT, wB97M-V/def2-TZVPD

HOMO energy: -14.27 eV
HOMO-LUMO gap: 11.71 eV
relative energy (zero: lowest compared OMol25 entry of this formula, charge and spin): 54.7 kJ/mol
total charge: +1
LUMO level: -2.566 eV

```
23
CH15N2O5, DFT wB97M-V/def2-TZVPD
N 0.0235 -1.7312 -0.8292
C -1.0683 -1.8242 -0.1191
N -1.5382 -0.8888 0.6611
H 0.6394 -0.9268 -0.8441
H 0.4334 -2.6170 -1.0718
H -1.5804 -2.7715 -0.0551
H -2.4028 -0.9665 1.1716
H -1.1334 0.0438 0.6756
H 2.4625 0.6953 -1.1538
H 2.7112 -0.5288 -1.9889
O 2.0055 0.0415 -1.6693
H -2.2123 -0.4796 -3.9297
H -2.9269 -1.1719 -2.8164
O -2.0774 -0.7743 -3.0209
H 0.9937 2.0096 1.3320
H -0.2430 2.7473 0.6558
O 0.0445 2.0046 1.1914
H -0.9529 0.2957 4.5404
H -0.9060 0.9550 3.1693
O -1.1435 0.1556 3.6106
H 3.0076 2.9423 -0.0695
H 3.9838 1.8402 0.5550
O 3.1348 2.0178 0.1414
```

Molecular formula: CH15NO6
Method: DFT, wB97M-V/def2-TZVPD

HOMO energy: -9.94 eV
HOMO-LUMO gap: 10.53 eV
relative energy (zero: lowest compared OMol25 entry of this formula, charge and spin): 228.7 kJ/mol
total charge: 0
SMILES: C=N.O.O.O.O.O.O
LUMO level: 0.595 eV

```
23
CH15NO6, DFT wB97M-V/def2-TZVPD
C -0.1837 3.6100 5.6399
N -0.0941 2.6679 6.4808
H -1.0964 3.7583 5.0973
H 0.6898 4.2643 5.5262
H 0.8200 2.5668 6.9111
O 4.3798 0.0339 -5.2075
H 5.2472 0.0898 -4.8184
H 4.2643 0.8821 -5.6436
O -1.2274 -1.0669 -2.6343
H -0.9657 -1.2076 -3.5370
H -0.8466 -0.2741 -2.2448
O 0.4386 1.6883 -1.5057
H 1.3000 1.5539 -1.9451
H 0.4625 0.9197 -0.9081
O -3.7471 -4.6190 -0.4516
H -3.3862 -4.9986 0.3575
H -3.8891 -5.4441 -0.9547
O -1.5254 -0.4543 -0.0541
H -2.4008 -0.2471 -0.3724
H -1.3300 -1.1427 -0.7153
O 1.2820 -0.7500 0.0616
H 1.4299 -0.7734 1.0175
H 0.3784 -1.0569 -0.0994
```

Molecular formula: CH15O7Pb
Method: DFT, wB97M-V/def2-TZVPD

HOMO energy: -10.75 eV
HOMO-LUMO gap: 7.20 eV
relative energy (zero: lowest compared OMol25 entry of this formula, charge and spin): 71.5 kJ/mol
total charge: +1
LUMO level: -3.544 eV

```
24
CH15O7Pb, DFT wB97M-V/def2-TZVPD
Pb 0.2223 -0.1154 -0.0951
C -1.3377 -2.2984 0.1869
O -1.4677 -1.1644 0.9459
H -1.2047 -3.2164 0.7399
H -0.6557 -2.1994 -0.5781
H -2.3887 -2.3634 -0.2321
O 0.3712 0.7686 2.1369
H 1.2883 0.7196 2.3869
H 0.1893 1.7106 2.0669
O 1.7823 -0.2044 -1.7031
H 1.7993 0.5116 -2.3331
H 2.6283 -0.0754 -1.2811
O 1.5873 -1.6494 0.8899
H 2.5053 -1.7054 1.1949
H 1.1103 -2.3834 1.2869
O 1.1163 2.1926 -0.1901
H 1.9693 2.3926 0.1439
H 0.8173 3.0576 -0.3751
O -1.7257 1.7986 0.5739
H -2.4097 1.8996 -0.0711
H -2.1107 1.6686 1.4409
O -1.2627 0.3036 -2.0841
H -1.7197 -0.5104 -2.1951
H -1.1027 0.8626 -2.8551
```

Molecular formula: CH15O9V
Method: DFT, wB97M-V/def2-TZVPD

HOMO energy: -10.51 eV
HOMO-LUMO gap: 6.93 eV
relative energy (zero: lowest compared OMol25 entry of this formula, charge and spin): 370.5 kJ/mol
total charge: 0
LUMO level: -3.578 eV

```
26
CH15O9V, DFT wB97M-V/def2-TZVPD
O -1.3203 -3.7288 1.0806
V -2.1421 -2.3382 1.2200
O -3.0271 -2.1206 -0.0697
C 0.3733 0.0669 0.0501
O -0.4126 -0.8627 0.7234
H 1.4498 -0.1417 0.1206
H 0.1936 0.0556 -1.0298
H 0.3633 1.1023 0.4045
O 2.0677 2.9540 1.3782
H 1.4595 3.5430 0.9202
H 1.8846 2.0849 1.0121
O 1.2819 2.5956 -3.2869
H 1.4554 1.6584 -3.1599
H 2.1393 3.0174 -3.1752
O -2.4752 -0.1997 -2.5331
H -1.9692 -0.3516 -1.7287
H -2.0271 -0.7219 -3.2048
O 1.4624 -1.3733 2.9369
H 0.9760 -1.3797 2.0980
H 0.8332 -1.0377 3.5806
O -2.0106 2.2912 1.3425
H -2.8341 1.8019 1.2631
H -1.3231 1.6162 1.3142
O 1.4829 -3.0407 -0.2291
H 1.1879 -3.1687 -1.1349
H 0.9307 -2.3223 0.1069
```

Molecular formula: CH16Na5O11
Method: DFT, wB97M-V/def2-TZVPD

HOMO energy (alpha / beta): -22.83 / -21.17 eV
HOMO-LUMO gap (alpha / beta): 7.44 / 2.33 eV
total charge: +4
multiplicity: 2
LUMO level (alpha / beta): -15.387 / -18.841 eV

```
33
CH16Na5O11, DFT wB97M-V/def2-TZVPD
Na 12.1404 10.7217 -6.1516
Na 14.4113 6.4059 -2.5206
Na 14.4162 9.9342 -3.0247
Na 11.3710 7.8195 -7.5279
Na 10.7331 9.0583 -3.5461
C 13.4671 7.5469 -4.9914
O 14.5407 8.0970 -4.6539
O 12.5606 8.2067 -5.4661
O 13.2364 6.3573 -4.7816
O 15.4967 5.6968 -6.4436
H 15.2241 4.9853 -7.0230
H 14.7302 5.8676 -5.8962
O 17.3089 8.0858 -6.0396
H 17.2617 7.4053 -6.7111
H 16.4508 8.0646 -5.6158
O 10.9921 6.2893 -3.2358
H 11.3105 6.6789 -2.4214
H 11.7021 6.4292 -3.8623
O 11.4311 4.7595 -5.9685
H 12.0788 5.3249 -5.5476
H 10.6605 5.3169 -6.0773
O 13.6756 6.7358 -8.4151
H 13.6936 5.8083 -8.6511
H 14.1027 6.7740 -7.5593
O 17.5576 8.0379 -2.9617
H 17.0008 7.7778 -3.6955
H 17.1690 8.8524 -2.6426
O 13.3768 3.3443 -4.8104
H 13.3720 4.2904 -4.9555
H 12.5269 3.1583 -4.4114
O 14.7149 10.4576 -6.2485
H 15.2175 10.7254 -5.4791
H 14.6340 9.5076 -6.1635
```

Molecular formula: CH16O6
Method: DFT, wB97M-V/def2-TZVPD

HOMO energy: -10.58 eV
HOMO-LUMO gap: 10.76 eV
relative energy (zero: lowest compared OMol25 entry of this formula, charge and spin): 208.9 kJ/mol
total charge: 0
SMILES: C.O.O.O.O.O.O
LUMO level: 0.178 eV

```
23
CH16O6, DFT wB97M-V/def2-TZVPD
C -3.8203 -1.5244 3.3660
H -4.1817 -1.4530 4.4084
H -3.9496 -0.4394 2.9156
H -3.8173 -2.4272 2.8256
H -2.7069 -1.4673 3.5736
O -1.2061 -1.3599 -1.4734
H -2.1624 -1.4862 -1.2312
H -1.2284 -0.3700 -1.4603
O 2.7455 0.1685 1.1253
H 2.5643 -0.7164 1.1147
H 3.2923 0.3265 1.8999
O 4.6191 0.7340 -1.6235
H 4.5189 1.6385 -1.9963
H 3.8689 0.6483 -0.9150
O -2.0699 1.3965 -0.7954
H -1.3054 1.9148 -0.5133
H -2.7009 1.9943 -1.0118
O 1.5199 -1.6043 -2.3017
H 0.5471 -1.8733 -2.4903
H 1.4871 -0.5599 -2.3633
O 0.9262 2.2772 -0.9853
H 1.5815 2.3137 -1.7713
H 1.4780 1.8691 -0.2970
```

Molecular formula: CH16O6S
Method: DFT, wB97M-V/def2-TZVPD

HOMO energy: -9.69 eV
HOMO-LUMO gap: 9.96 eV
relative energy (zero: lowest compared OMol25 entry of this formula, charge and spin): 142.4 kJ/mol
total charge: 0
SMILES: CS.O.O.O.O.O.O
LUMO level: 0.270 eV

```
24
CH16O6S, DFT wB97M-V/def2-TZVPD
C 0.3645 0.4627 2.3827
S 1.8694 0.2196 1.2490
H 0.0855 1.4632 2.4928
H -0.4318 -0.1841 2.0429
H 0.6856 0.2208 3.4110
H 2.4841 1.4153 1.4503
O -0.1669 -3.0284 -1.9701
H 0.3859 -2.4899 -1.3345
H -0.7638 -2.3714 -2.2824
O 0.4114 2.3671 -1.2575
H 1.2563 2.0991 -1.7042
H 0.3117 1.8223 -0.5007
O -1.7886 2.0846 1.1549
H -1.7901 2.2450 0.2367
H -2.0795 2.8339 1.6931
O -0.9243 -0.1044 -1.5057
H -0.9406 -0.0579 -0.5625
H -1.3111 0.8057 -1.7787
O -3.1072 -0.3116 0.3793
H -2.9270 -0.9302 -0.3709
H -4.0425 -0.4240 0.5342
O 2.1457 -2.0526 -1.3170
H 2.4311 -2.8672 -0.9653
H 1.9882 -1.5085 -0.5149
```

Molecular formula: CH16O6S
Method: DFT, wB97M-V/def2-TZVPD

HOMO energy: -9.00 eV
HOMO-LUMO gap: 8.88 eV
relative energy (zero: lowest compared OMol25 entry of this formula, charge and spin): 201.1 kJ/mol
total charge: 0
SMILES: CS.O.O.O.O.O.O
LUMO level: -0.122 eV

```
24
CH16O6S, DFT wB97M-V/def2-TZVPD
C -0.8317 -1.4722 2.7066
S -2.0477 -2.1536 1.4896
H -0.3803 -2.0567 3.3999
H -0.0775 -1.1463 2.0262
H -1.4213 -0.6613 3.2135
H -1.3356 -3.3226 1.1846
O 0.1601 2.0811 -3.2810
H 1.0671 2.1356 -3.0667
H -0.1994 2.8643 -2.9930
O 1.4605 -3.6778 0.9127
H 2.3533 -3.3990 0.6399
H 1.1829 -2.7306 1.0644
O 2.2441 2.1120 1.5108
H 2.7841 2.6815 0.9704
H 3.0878 1.6065 1.7899
O 1.4921 0.9579 -1.1799
H 1.1762 1.8320 -1.2445
H 1.7940 0.9352 -0.2803
O 1.1649 3.8125 -0.5995
H 0.2138 4.0739 -0.7574
H 1.1339 4.1402 0.3201
O -2.6945 -0.5734 -2.5448
H -1.8753 -0.0799 -2.8677
H -2.3675 -1.2804 -2.0202
```

> Number 1 is which compound?

CH14Na3O10

> Which value of total charge does entry 7 give?

+1